No. 1
ORCA calculation (ωB97M-V with the def2-TZVPD basis set) on the ion C4H9NP with charge +1 at a distorted geometry.

Element x y z (Å)
C: 1.11229 -0.21372 -0.44780
C: -1.11096 -0.14620 -1.51396
C: 0.02141 0.65767 -1.01963
C: 0.37810 -0.63424 0.79177
N: -1.16334 0.31322 -0.16224
P: 1.00330 -0.13833 2.32800
H: 1.21623 -1.09125 -1.03577
H: 1.94005 0.33790 -0.15412
H: -1.60047 0.31657 -2.42138
H: -0.95620 -1.12259 -1.71423
H: 0.11862 1.70436 -1.40456
H: -0.25019 -1.48779 0.77885
H: -1.92344 0.79078 0.08720
H: -0.01607 -0.57029 3.23326
H: 1.23065 1.28391 2.65462

* electronic energy: -15061.62773 eV
* net charge: +1
* orbital gap: 9.1743 eV
* strongest force on any atom: 0.0926 hartree/bohr
* energy above the lowest of the compared OMol25 structures with the same formula, charge and spin: 90.7 kcal per mole



No. 2
ORCA calculation (ωB97M-V with the def2-TZVPD basis set) on the molecule C4H4BrN at a distorted geometry.

Element x y z (Å)
C: -0.35665 0.37486 0.59770
C: 0.27031 -0.24199 -0.45908
C: -2.37455 -0.02655 -0.18194
C: 1.72336 -0.32248 -0.53004
N: -1.64504 0.45645 0.68667
Br: -4.15183 -0.22465 -0.21619
H: 0.21539 0.90741 1.44465
H: 1.97603 -0.45350 0.46768
H: 2.10899 0.65708 -0.61567
H: 2.23400 -1.12664 -1.19379

* electronic energy: -75739.11296 eV
* net charge: 0
* orbital gap (spin up / spin down): 7.5528 / 8.1027 eV
* strongest force on any atom: 0.1064 hartree/bohr
* energy above the lowest of the compared OMol25 structures with the same formula, charge and spin: 121.0 kcal per mole



No. 3
ORCA calculation (ωB97M-V with the def2-TZVPD basis set) on the molecule C5H9NO at a distorted geometry.

Element x y z (Å)
C: 1.48405 1.52077 -0.37870
C: 0.40899 0.62478 0.24965
C: 1.01531 -0.21159 1.29935
N: 1.49212 -0.89614 2.10153
C: -0.31033 -0.26643 -0.78022
C: -1.25304 -1.27435 -0.14278
O: -2.21308 -0.55387 0.60854
H: 1.04774 2.14556 -1.16452
H: 2.28398 0.91756 -0.82082
H: 1.93170 2.17640 0.37419
H: -0.34849 1.24604 0.74062
H: -0.88226 0.38497 -1.45193
H: 0.42727 -0.80436 -1.38859
H: -0.67757 -1.95551 0.50145
H: -1.73038 -1.87817 -0.92962
H: -2.67604 -1.17567 1.18184

* electronic energy: -8868.20402 eV
* SMILES: C[C@H](C#N)CCO
* net charge: 0
* orbital gap: 11.5533 eV
* strongest force on any atom: 0.0214 hartree/bohr
* energy above the lowest of the compared OMol25 structures with the same formula, charge and spin: 23.3 kcal per mole



No. 4
ORCA calculation (ωB97M-V with the def2-TZVPD basis set) on the molecule C6H13NO2 at a distorted geometry.

Element x y z (Å)
C: 2.01128 2.07367 0.02966
C: 0.79318 1.36193 -0.44149
O: -0.51226 1.94440 -0.00321
C: -0.13030 0.69202 0.53994
C: -0.87000 -0.55692 0.09787
C: -1.72252 -0.37748 -1.15958
N: -1.74344 -0.98043 1.18914
C: 0.23507 -1.68574 -0.16158
O: 0.98752 -1.92453 1.03052
H: 2.84129 1.90202 -0.66263
H: 1.83908 3.15261 0.08278
H: 2.32000 1.72551 1.02067
H: 0.82616 1.07756 -1.48392
H: 0.20539 0.64374 1.57401
H: -2.48644 0.39509 -1.01536
H: -2.23361 -1.30965 -1.42777
H: -1.11716 -0.07750 -2.02035
H: -2.43212 -0.26472 1.41184
H: -1.17364 -1.21753 2.00173
H: -0.27422 -2.61610 -0.43369
H: 0.92594 -1.42657 -0.97102
H: 1.71079 -2.53136 0.80243

* electronic energy: -12016.50677 eV
* SMILES: C[C@@H]1O[C@H]1[C@](C)(N)CO
* net charge: 0
* orbital gap: 9.7277 eV
* strongest force on any atom: 0.0498 hartree/bohr
* energy above the lowest of the compared OMol25 structures with the same formula, charge and spin: 51.2 kcal per mole



No. 5
ORCA calculation (ωB97M-V with the def2-TZVPD basis set) on the ion C3H7BrNO with charge +1 at a distorted geometry.

Element x y z (Å)
Br: 2.95290 -0.32642 0.02604
C: 1.07641 0.16105 -0.73494
N: 0.08884 -1.03260 -0.28191
C: -1.11441 -0.27570 0.28225
C: -0.59010 1.07740 0.66053
O: 0.49006 1.25746 -0.35084
H: 1.23488 0.13699 -1.95768
H: 0.71415 -1.39544 0.42997
H: -0.13619 -1.74287 -1.03171
H: -1.30052 -0.88144 1.15484
H: -1.92138 -0.29478 -0.39818
H: -1.26378 1.94266 0.52396
H: -0.23087 1.37369 1.67767

* electronic energy: -76796.04200 eV
* SMILES: Br[C@H]1[NH2+]CCO1
* net charge: +1
* orbital gap: 11.0354 eV
* strongest force on any atom: 0.0849 hartree/bohr
* energy above the lowest of the compared OMol25 structures with the same formula, charge and spin: 31.9 kcal per mole



No. 6
ORCA calculation (ωB97M-V with the def2-TZVPD basis set) on a cluster of 10 separate species, C25H46O35S9 in total at a distorted geometry.

Element x y z (Å)
C: 2.74659 21.24471 2.83722
C: 1.59969 22.14879 2.48093
O: 1.71259 23.34838 3.27367
S: 0.60873 24.46757 3.01288
C: -0.68835 23.77223 3.98302
O: 1.07794 25.62361 3.69336
O: 0.27214 24.46699 1.62111
H: 2.55060 20.26382 2.40269
H: 2.89204 21.15671 3.91301
H: 3.69582 21.59480 2.42842
H: 1.57763 22.38803 1.41811
H: 0.65131 21.63832 2.68285
H: -0.13191 23.34519 4.81281
H: -1.23944 22.95348 3.52595
H: -1.39462 24.54237 4.28007
O: -2.81674 26.47736 4.57142
S: -2.94538 26.27854 5.97072
O: -1.82890 25.78132 6.67539
O: -3.48098 27.64605 6.62284
C: -4.77267 27.46307 7.23221
C: -5.35584 26.29856 6.47990
O: -4.23759 25.41368 6.31067
H: -4.57667 27.34490 8.29669
H: -5.37637 28.34903 7.04358
H: -5.59864 26.62817 5.46695
H: -6.19721 25.80269 6.94902
O: 4.71729 24.36997 -0.88258
S: 4.13362 23.21280 -1.41879
O: 4.79128 21.96380 -1.36975
O: 2.62575 22.98499 -0.94085
C: 1.84569 22.39803 -1.98705
C: 2.43421 22.99565 -3.29095
O: 3.68376 23.53064 -2.93164
H: 1.97408 21.31749 -1.92233
H: 0.81475 22.68490 -1.80306
H: 1.77509 23.80233 -3.60826
H: 2.50789 22.20113 -4.02917
O: 7.24861 18.25316 4.71096
S: 6.43522 19.14547 4.01081
O: 5.08887 18.78322 3.76534
O: 6.47418 20.61205 4.65832
C: 7.09874 21.58107 3.79882
C: 6.91083 20.98099 2.42153
O: 7.14745 19.58788 2.65021
H: 6.47354 22.46563 3.88184
H: 8.14031 21.67805 4.08657
H: 7.56518 21.35420 1.63847
H: 5.89795 21.08317 2.02464
O: 4.80823 27.28213 0.38968
S: 3.42960 27.32027 0.66929
O: 3.01850 27.68418 1.97306
O: 2.72481 28.28847 -0.41449
C: 2.05446 27.52588 -1.42498
C: 1.74069 26.19469 -0.80322
O: 2.64136 25.99224 0.30152
H: 1.18628 28.04493 -1.82020
H: 2.78404 27.40968 -2.23159
H: 1.73747 25.35212 -1.48689
H: 0.82557 26.14866 -0.20445
O: -0.14286 23.39283 9.45392
S: 0.81204 23.07328 8.45481
O: 0.87923 21.72765 8.02897
O: 0.64302 23.99577 7.17309
C: 1.88500 24.62683 6.84173
C: 2.56051 24.83990 8.16678
O: 2.23290 23.60992 8.89270
H: 2.46439 23.87269 6.29247
H: 1.77162 25.46980 6.16760
H: 2.05743 25.57875 8.79478
H: 3.63160 24.99624 8.14783
O: -2.63195 30.24199 3.57017
S: -1.94513 30.02813 2.34772
O: -1.97610 31.00800 1.33739
O: -0.44204 29.59446 2.67814
C: -0.34578 28.14928 2.69422
C: -1.24542 27.75264 1.55217
O: -2.39694 28.61995 1.76078
H: 0.68883 27.89718 2.48443
H: -0.72501 27.80161 3.65259
H: -1.69734 26.76652 1.55215
H: -0.85494 28.04504 0.57514
O: -2.99673 20.66497 4.60801
S: -2.15483 20.57700 5.74585
O: -1.07139 19.67709 5.73722
O: -1.59574 22.02260 6.12723
C: -2.47152 22.62363 7.06830
C: -2.89381 21.47544 7.96311
O: -3.05996 20.38605 7.04136
H: -1.93517 23.43130 7.55994
H: -3.34722 23.10654 6.62448
H: -3.81008 21.73561 8.48770
H: -2.13046 21.23486 8.70342
O: 2.90973 16.62495 9.19322
S: 3.50524 16.58674 7.90612
O: 4.65181 15.77863 7.72898
O: 2.39048 16.16815 6.83749
C: 2.18366 17.21652 5.85873
C: 2.62510 18.47050 6.55000
O: 3.75750 18.04692 7.35859
H: 2.88297 16.90071 5.08218
H: 1.15805 17.23729 5.50650
H: 1.92618 18.86254 7.29333
H: 2.94111 19.31218 5.94214
C: -3.40349 23.70850 1.75563
C: -4.10429 23.41568 2.90368
C: -4.99375 24.34806 3.43054
C: -5.14159 25.60754 2.84457
C: -4.41625 25.87380 1.69254
C: -3.54411 24.95457 1.13878
H: -2.86432 22.97469 1.16500
H: -4.07097 22.44399 3.37926
H: -5.56899 24.04299 4.29619
H: -6.03216 26.15072 3.13762
H: -4.54405 26.82319 1.18223
H: -3.04189 25.13531 0.19834

* electronic energy: -195842.44995 eV
* SMILES: CCOS(C)(=O)=O.O=S1(=O)OCCO1.O=S1(=O)OCCO1.O=S1(=O)OCCO1.O=S1(=O)OCCO1.O=S1(=O)OCCO1.O=S1(=O)OCCO1.O=S1(=O)OCCO1.O=S1(=O)OCCO1.c1ccccc1
* net charge: 0
* orbital gap: 9.5061 eV
* strongest force on any atom: 0.0428 hartree/bohr